Record 1
The ion C4H12N3 with charge +1 in a non-equilibrium geometry. Source: the Open Molecules 2025 dataset; level of theory: wB97M-V/def2-TZVPD.

CARTESIAN COORDINATES (ANGSTROEM)
1 C 1.08 -0.94 0.23
2 C -0.35 -0.42 0.32
3 C 2.00 0.21 0.47
4 C -1.41 -1.35 -0.29
5 N -0.28 0.87 -0.23
6 N 2.86 0.65 -0.50
7 N -1.39 1.75 0.05
8 H 1.16 -1.77 0.87
9 H 1.40 -1.20 -0.77
10 H -0.68 -0.21 1.44
11 H 2.04 0.58 1.47
12 H -1.35 -2.32 0.01
13 H -1.34 -1.36 -1.44
14 H -2.39 -0.91 -0.04
15 H 2.51 0.34 -1.44
16 H 3.32 1.56 -0.40
17 H -0.95 2.72 0.23
18 H -1.97 1.38 0.92
19 H -2.18 1.73 -0.73

Total charge = +1
Total energy = -8802.814 eV
Molecular weight = 102.16 g mol⁻¹
HOMO level = -11.54 eV
ΔE to the lowest compared entry with this formula, charge and spin = 474.7 kJ/mol
LUMO level = -4.21 eV

Record 2
The ion C4H12N3 with charge +1 in a non-equilibrium geometry. Source: the Open Molecules 2025 dataset; level of theory: wB97M-V/def2-TZVPD.

CARTESIAN COORDINATES (ANGSTROEM)
1 C -1.53 -0.26 -1.02
2 C 0.38 -1.93 0.10
3 C -1.47 1.38 0.67
4 C 0.60 -0.44 0.45
5 N 1.99 1.38 -0.24
6 N 1.62 0.04 -0.25
7 N -1.01 0.24 -0.01
8 H -1.19 -1.00 -1.81
9 H -2.46 0.09 -1.47
10 H 1.19 -2.60 0.30
11 H 0.39 -2.01 -0.96
12 H -0.54 -2.26 0.40
13 H -1.50 1.07 1.69
14 H -2.37 1.78 0.28
15 H -0.81 2.27 0.40
16 H 0.63 -0.24 1.52
17 H 2.98 1.44 -0.28
18 H 1.58 1.82 0.53
19 H 1.69 -0.37 -1.21

Total charge = +1
Total energy = -8803.442 eV
Molecular weight = 102.16 g mol⁻¹
HOMO level = -12.89 eV
ΔE to the lowest compared entry with this formula, charge and spin = 414.1 kJ/mol
SMILES = C=[N+](C)[C@@H](C)NN
LUMO level = -3.96 eV